No. 1
The following is a DFT calculation (the ωB97M-V functional and the def2-TZVPD basis) of an isolated molecule of C2H4N2O2S2.

Energy above the lowest of the compared OMol25 structures with the same formula, charge and spin (eV): 4.731
SMILES: O/N=C\SC(=S)NO
HOMO energy (eV): -9.04

Geometry (Å):
S (-0.13481, -1.06042, 0.52954)
S (2.76385, -1.63063, -0.12502)
O (-2.94509, -1.20263, 0.26537)
O (1.07883, 1.73031, 0.51669)
N (1.69145, 0.72180, -0.46159)
N (-2.44942, -0.20102, -0.63352)
C (1.40492, -0.63063, 0.04149)
C (-1.18631, -0.00762, -0.43927)
H (-3.97869, -1.04368, 0.38980)
H (-0.72555, 0.67219, -1.08247)
H (2.75361, 0.76188, -0.48046)
H (1.72721, 1.89045, 1.47944)

***

No. 2
The following is a DFT calculation (the ωB97M-V functional and the def2-TZVPD basis) of an isolated molecule of C2H4N2O3.

Energy above the lowest of the compared OMol25 structures with the same formula, charge and spin (eV): 6.952
SMILES: O=C1NOCON1
HOMO energy (eV): -9.88

Geometry (Å):
O (-0.16278, 0.93463, -1.26925)
O (1.61469, -1.70824, -0.01817)
O (-1.37258, -0.34575, 0.42750)
N (-0.18928, -0.88317, 1.08323)
N (0.99813, 0.57137, -0.54946)
C (0.88932, -0.73332, 0.09105)
C (-0.99199, 0.91317, -0.11602)
H (1.85383, -0.04680, -1.12051)
H (-0.16652, -1.80421, 1.31127)
H (-1.97029, 1.28085, -0.39401)
H (-0.50254, 1.82146, 0.55435)

***

No. 3
The following is a DFT calculation (the ωB97M-V functional and the def2-TZVPD basis) of an isolated molecule of C2H4N2O3.

Energy above the lowest of the compared OMol25 structures with the same formula, charge and spin (eV): 6.477
SMILES: O=CON/C=N\O
HOMO energy (eV): -9.05

Geometry (Å):
O (1.69978, -0.23352, -1.08928)
O (-0.33736, 1.70366, 0.53146)
O (-0.63030, -0.46767, -1.16288)
N (-0.62228, -1.00838, 0.12709)
N (-0.27098, 0.83320, 1.61913)
C (-0.36262, -0.36637, 1.37724)
C (0.61823, -0.17541, -1.76018)
H (0.46507, 2.54743, 0.69365)
H (-0.42272, -1.03284, 2.34502)
H (-0.42353, -2.03553, 0.13988)
H (0.28671, 0.23543, -2.82112)

***

No. 4
The following is a DFT calculation (the ωB97M-V functional and the def2-TZVPD basis) of an isolated molecule of C2H4N2O3.

Energy above the lowest of the compared OMol25 structures with the same formula, charge and spin (eV): 1.873
SMILES: N/N=C(\O)C(=O)O
HOMO energy (eV): -9.60

Geometry (Å):
O (0.51576, 1.17230, -0.15812)
O (0.81895, -2.23082, -1.05049)
O (2.03742, -0.42610, -1.50775)
N (-0.80832, -0.60035, 0.59212)
N (-1.57552, 0.29827, 1.31281)
C (1.01997, -1.06048, -0.91446)
C (0.16169, -0.15020, -0.08465)
H (-1.98455, 1.05056, 0.74673)
H (0.08088, 1.65015, 0.56583)
H (-2.29098, -0.22522, 1.79468)
H (2.02469, 0.52189, -1.29669)

***

No. 5
The following is a DFT calculation (the ωB97M-V functional and the def2-TZVPD basis) of an isolated molecule of C2H4N2OS.

Energy above the lowest of the compared OMol25 structures with the same formula, charge and spin (eV): 1.035
SMILES: [H]/N=C(/N)C(=O)S
HOMO energy (eV): -10.04

Geometry (Å):
S (2.08140, -0.36872, -0.17906)
O (0.67865, 1.87427, 0.09865)
N (-1.79684, 0.60097, -0.23974)
N (-0.67653, -1.43692, 0.01000)
C (0.63745, 0.68471, -0.01287)
C (-0.71404, -0.02791, -0.08779)
H (-1.53765, 1.58879, -0.36843)
H (0.03598, -1.71937, 0.66509)
H (-1.61473, -1.84695, 0.06175)
H (2.90632, 0.65113, 0.05240)

***

No. 6
The following is a DFT calculation (the ωB97M-V functional and the def2-TZVPD basis) of an isolated molecule of C2H4N2OS.

Energy above the lowest of the compared OMol25 structures with the same formula, charge and spin (eV): 3.591
SMILES: O=CN/C=N\S
HOMO energy (eV): -8.99

Geometry (Å):
S (-0.76745, 1.45221, -0.03377)
O (-1.20053, -1.41062, -0.51545)
N (0.85498, -1.04517, 0.51736)
N (0.90908, 1.22304, -0.45132)
C (-0.31487, -1.76919, 0.37149)
C (1.43435, 0.19150, -0.11461)
H (1.47769, -1.39253, 1.43633)
H (2.66424, 0.27120, -0.14323)
H (-0.26835, -2.76785, 0.94261)
H (-1.05537, 0.15993, 0.42459)

***

No. 7
The following is a DFT calculation (the ωB97M-V functional and the def2-TZVPD basis) of an isolated molecule of C2H4N2OS.

Energy above the lowest of the compared OMol25 structures with the same formula, charge and spin (eV): 3.535
SMILES: NN(C=O)C=S
HOMO energy (eV): -8.93

Geometry (Å):
S (-0.48642, 1.08334, 1.65075)
O (1.76348, -1.47152, -0.94515)
N (-0.15534, -0.22551, -0.57125)
N (-1.36276, 0.43470, -1.12774)
C (0.86252, -0.89625, -1.41838)
C (0.15622, -0.17244, 0.70616)
H (0.92278, -1.04737, 1.08320)
H (0.66576, -0.70462, -2.60099)
H (-2.17144, -0.23278, -0.60234)
H (-1.22782, 1.37126, -0.56429)

***

No. 8
The following is a DFT calculation (the ωB97M-V functional and the def2-TZVPD basis) of a 2-piece molecular cluster, C2H4N2OS overall.

Energy above the lowest of the compared OMol25 structures with the same formula, charge and spin (eV): 7.498
HOMO energy (eV): -9.51

Geometry (Å):
S (0.72323, 0.97221, -0.78033)
O (-0.23798, 2.51986, 1.27738)
N (0.36512, -0.70599, -0.59249)
N (-1.45415, 0.82743, 0.85517)
C (-0.35392, 1.45378, 0.60994)
C (0.92591, -1.53196, -1.48023)
H (0.71884, -2.71748, -1.26689)
H (-1.36002, -0.25268, 0.90346)
H (1.73746, -1.39542, -2.31406)
H (-1.06450, 0.83023, 2.78804)

***

Which value of HOMO energy does entry 7 give?
-8.93 eV

***

Which of these has the highest HOMO energy?
number 7

***

Among the records above, which one has the highest energy above the lowest of the compared OMol25 structures with the same formula, charge and spin?
number 8